1.
C99H219N9O15 | ωB97M-V/def2-TZVPD

CARTESIAN COORDINATES (ANGSTROEM)
C (12.8622, 16.4771, 19.2408)
C (11.8988, 17.6350, 19.3325)
C (10.4585, 17.0747, 18.9568)
C (9.7819, 16.2660, 20.1611)
C (9.9012, 16.9654, 21.5191)
C (11.3503, 17.4920, 21.8417)
N (11.8601, 18.2255, 20.6856)
O (13.1023, 18.8257, 20.9713)
C (11.3139, 18.3745, 23.1031)
C (12.1509, 16.2297, 22.1643)
C (12.0663, 18.7915, 18.3586)
H (13.3457, 16.4408, 18.2646)
H (12.4966, 15.4550, 19.3391)
H (13.7478, 16.4173, 19.8734)
H (9.7359, 17.7703, 18.5300)
H (10.5399, 16.3597, 18.1382)
H (10.2364, 15.2790, 20.2475)
H (8.7179, 16.0729, 20.0246)
H (9.4437, 16.4286, 22.3501)
H (9.2209, 17.8149, 21.4583)
H (10.5717, 18.1128, 23.8573)
H (12.2838, 18.4417, 23.5959)
H (11.0275, 19.4053, 22.8942)
H (13.1659, 16.5855, 22.3408)
H (11.8017, 15.8297, 23.1162)
H (12.0328, 15.4543, 21.4074)
H (12.0247, 18.5205, 17.3037)
H (13.0751, 19.1906, 18.4639)
H (11.4274, 19.6591, 18.5231)
H (12.9339, 19.7694, 21.0238)
C (17.7562, 18.0145, 16.2876)
C (17.0918, 17.1063, 17.3469)
C (18.0596, 15.9985, 17.8867)
C (19.0680, 16.4054, 18.8989)
C (18.2590, 17.0373, 20.0717)
C (17.4451, 18.2439, 19.7325)
N (16.5439, 17.7655, 18.5952)
O (15.4760, 18.5689, 18.2609)
C (16.6176, 18.5513, 20.9653)
C (18.3278, 19.5221, 19.4414)
C (15.9563, 16.1989, 16.7494)
H (17.6729, 17.3885, 15.3992)
H (18.8211, 18.2391, 16.3467)
H (17.3832, 19.0274, 16.1360)
H (17.5783, 15.1525, 18.3773)
H (18.6665, 15.6182, 17.0651)
H (19.8643, 17.1029, 18.6392)
H (19.6941, 15.5737, 19.2219)
H (19.0065, 17.4298, 20.7612)
H (17.6955, 16.3068, 20.6521)
H (17.2607, 18.9125, 21.7679)
H (15.9959, 19.4299, 20.7935)
H (15.9361, 17.7357, 21.2070)
H (18.5923, 20.0132, 20.3779)
H (19.1917, 19.1965, 18.8620)
H (17.6306, 20.1841, 18.9277)
H (16.4535, 15.6026, 15.9843)
H (15.1470, 16.8359, 16.3925)
H (15.4746, 15.5028, 17.4361)
H (14.7141, 18.2124, 18.7235)
C (13.8561, 11.8326, 16.3069)
C (13.6467, 12.5940, 14.9392)
C (13.2524, 11.5230, 13.8972)
C (11.7186, 11.1281, 13.9182)
C (10.8918, 12.4672, 13.8819)
C (11.1561, 13.6058, 14.8958)
N (12.6476, 13.6667, 14.9506)
O (13.0659, 14.8713, 15.5967)
C (10.4942, 14.8293, 14.3120)
C (10.4290, 13.2031, 16.2078)
C (15.0124, 13.1066, 14.3575)
H (14.6598, 11.0966, 16.2873)
H (12.9590, 11.2455, 16.5035)
H (14.0404, 12.5493, 17.1072)
H (13.4849, 11.7336, 12.8533)
H (13.7250, 10.5742, 14.1512)
H (11.5683, 10.5579, 14.8349)
H (11.3953, 10.4307, 13.1453)
H (9.8815, 12.1444, 14.1334)
H (11.0267, 12.8873, 12.8852)
H (9.4978, 14.6793, 13.8964)
H (10.3776, 15.5897, 15.0842)
H (11.1328, 15.3319, 13.5857)
H (9.5011, 13.7695, 16.2875)
H (10.3149, 12.1221, 16.2888)
H (11.0490, 13.5891, 17.0169)
H (15.6533, 12.3276, 13.9446)
H (15.5912, 13.7159, 15.0516)
H (14.7754, 13.8582, 13.6045)
H (13.0111, 15.5780, 14.9494)
C (15.2901, 23.5385, 22.5321)
C (13.9269, 22.8502, 22.7535)
C (12.9983, 23.7830, 23.5824)
C (12.2156, 24.8663, 22.7949)
C (11.4218, 24.1582, 21.6323)
C (12.4482, 23.3821, 20.7052)
N (13.3407, 22.4716, 21.4591)
O (13.9932, 21.4964, 20.7249)
C (11.5549, 22.5533, 19.7683)
C (13.2309, 24.4555, 19.8266)
C (14.1923, 21.5639, 23.5395)
H (15.7261, 23.8034, 23.4953)
H (15.2412, 24.3962, 21.8612)
H (16.0086, 22.8532, 22.0823)
H (12.3206, 23.3261, 24.3036)
H (13.6174, 24.2891, 24.3231)
H (12.8918, 25.6080, 22.3697)
H (11.4404, 25.3644, 23.3771)
H (10.8302, 24.9047, 21.1023)
H (10.8214, 23.4111, 22.1514)
H (12.1346, 22.0818, 18.9748)
H (11.0269, 21.7499, 20.2818)
H (10.7781, 23.1415, 19.2797)
H (13.5556, 25.2134, 20.5395)
H (14.0661, 24.0013, 19.2935)
H (12.5917, 24.9411, 19.0891)
H (14.8000, 21.7092, 24.4326)
H (14.7055, 20.7942, 22.9631)
H (13.2948, 21.0290, 23.8501)
H (14.7853, 21.9400, 20.4126)
C (21.0005, 18.8635, 23.3762)
C (22.4962, 18.6612, 22.8999)
C (22.9020, 19.9627, 22.0885)
C (23.3241, 21.0610, 22.9832)
C (24.5019, 20.6482, 23.8661)
C (24.1523, 19.3979, 24.7375)
N (23.5317, 18.3486, 23.9119)
O (23.2994, 17.1706, 24.6617)
C (25.5074, 18.9137, 25.2483)
C (23.3121, 19.7054, 26.0276)
C (22.5969, 17.4814, 21.8538)
H (20.6314, 17.9683, 23.8765)
H (20.3698, 18.9595, 22.4924)
H (20.8704, 19.7206, 24.0369)
H (23.6433, 19.7076, 21.3313)
H (22.0784, 20.2546, 21.4369)
H (22.5025, 21.3469, 23.6400)
H (23.4641, 21.8813, 22.2792)
H (24.7847, 21.4887, 24.4999)
H (25.3344, 20.4245, 23.1989)
H (26.1537, 19.7363, 25.5544)
H (25.3609, 18.2248, 26.0802)
H (26.0951, 18.4509, 24.4556)
H (23.1464, 18.7914, 26.5978)
H (23.7993, 20.4653, 26.6386)
H (22.3678, 20.1553, 25.7211)
H (21.7113, 17.3854, 21.2257)
H (22.6055, 16.5352, 22.3950)
H (23.4766, 17.4331, 21.2120)
H (22.6209, 17.3933, 25.3034)
C (15.6848, 14.2426, 26.9117)
C (15.2918, 15.7531, 27.1998)
C (16.0523, 16.1814, 28.5312)
C (16.0183, 17.6819, 28.9161)
C (16.4870, 18.4623, 27.6617)
C (15.8232, 18.0766, 26.3201)
N (15.7834, 16.6171, 26.0551)
O (15.2730, 16.0787, 24.8943)
C (14.3961, 18.6222, 26.2933)
C (16.6908, 18.7768, 25.2999)
C (13.8051, 15.8166, 27.5840)
H (16.7067, 14.0932, 26.5632)
H (15.1487, 13.7490, 26.1011)
H (15.5584, 13.6221, 27.7989)
H (15.6432, 15.8016, 29.4674)
H (17.1051, 15.9161, 28.4347)
H (16.6677, 17.8033, 29.7831)
H (15.0323, 18.0558, 29.1918)
H (17.5765, 18.4393, 27.6825)
H (16.2265, 19.5129, 27.7902)
H (13.7492, 18.3016, 27.1099)
H (14.4125, 19.6931, 26.4956)
H (13.8385, 18.4087, 25.3814)
H (16.3047, 18.7188, 24.2822)
H (16.6812, 19.8556, 25.4554)
H (17.6912, 18.3442, 25.2866)
H (13.5250, 16.6208, 28.2643)
H (13.5107, 14.9093, 28.1115)
H (13.3179, 15.7932, 26.6092)
H (14.3747, 16.3947, 25.0164)
C (15.8653, 16.5802, 11.0938)
C (15.4087, 17.7316, 12.0745)
C (15.7148, 19.0243, 11.3254)
C (15.1719, 20.2941, 11.9408)
C (13.6727, 20.1677, 12.2108)
C (13.1962, 18.8546, 12.8854)
N (13.9450, 17.6642, 12.3523)
O (13.4863, 16.4419, 12.8842)
C (13.5013, 19.0575, 14.3589)
C (11.6725, 18.6785, 12.7113)
C (16.2346, 17.6117, 13.3602)
H (15.4843, 15.5881, 11.3358)
H (16.9288, 16.4308, 11.2801)
H (15.7000, 16.7840, 10.0358)
H (16.7709, 19.2932, 11.3058)
H (15.3212, 19.0379, 10.3091)
H (15.2209, 21.1067, 11.2160)
H (15.8223, 20.6983, 12.7165)
H (13.0845, 20.2774, 11.2998)
H (13.4142, 20.9720, 12.8995)
H (12.7959, 19.6992, 14.8869)
H (13.4424, 18.0772, 14.8319)
H (14.4612, 19.4899, 14.6411)
H (11.1309, 19.4826, 13.2095)
H (11.4222, 18.8214, 11.6601)
H (11.1686, 17.7625, 13.0199)
H (16.3043, 18.5303, 13.9429)
H (17.2056, 17.1500, 13.1813)
H (15.8364, 16.8250, 14.0010)
H (13.5287, 15.9287, 12.0739)
C (20.7205, 12.5145, 19.3565)
C (20.6038, 10.9548, 19.3325)
C (19.6407, 10.4526, 20.4695)
C (18.1382, 10.5090, 20.2473)
C (17.8215, 9.9315, 18.9319)
C (18.5859, 10.6269, 17.7054)
N (20.0191, 10.4906, 18.0439)
O (20.8756, 10.7160, 17.0004)
C (18.2842, 9.7502, 16.4670)
C (17.9028, 12.0151, 17.4288)
C (21.9357, 10.2850, 19.6176)
H (21.2216, 12.8392, 20.2684)
H (19.8364, 13.1515, 19.3299)
H (21.2173, 12.8609, 18.4503)
H (19.9445, 9.4529, 20.7800)
H (19.8239, 11.1032, 21.3246)
H (17.6932, 11.4997, 20.3399)
H (17.5950, 9.9230, 20.9888)
H (16.7718, 10.1734, 18.7656)
H (18.0172, 8.8599, 18.9728)
H (18.9080, 10.0391, 15.6212)
H (18.5121, 8.6943, 16.6126)
H (17.2057, 9.6838, 16.3233)
H (17.4684, 11.9147, 16.4342)
H (17.1077, 12.2541, 18.1350)
H (18.5979, 12.8441, 17.2952)
H (22.7562, 10.7123, 19.0411)
H (21.8194, 9.2033, 19.5519)
H (22.1793, 10.5702, 20.6410)
H (21.0389, 9.8044, 16.7479)
C (20.8824, 21.6569, 15.8244)
C (21.8876, 21.9553, 17.0196)
C (23.1863, 21.3285, 16.5982)
C (24.5122, 21.9270, 17.1662)
C (24.5494, 23.3774, 17.0315)
C (23.2743, 24.0401, 17.5767)
N (22.0349, 23.3831, 17.1419)
O (20.7815, 24.0157, 17.5572)
C (23.3291, 24.0992, 19.0952)
C (23.0785, 25.4712, 17.0531)
C (21.4607, 21.3071, 18.3842)
H (20.9600, 20.5771, 15.6975)
H (21.1088, 22.0814, 14.8464)
H (19.8911, 21.9366, 16.1813)
H (23.0555, 20.2812, 16.8705)
H (23.3264, 21.3283, 15.5172)
H (25.4563, 21.6121, 16.7218)
H (24.6838, 21.6616, 18.2094)
H (24.7128, 23.5809, 15.9732)
H (25.4568, 23.5930, 17.5958)
H (23.2957, 23.0918, 19.5099)
H (24.2849, 24.5327, 19.3894)
H (22.6186, 24.6954, 19.6679)
H (22.3486, 26.0829, 17.5835)
H (23.9971, 26.0475, 17.1630)
H (22.7881, 25.4208, 16.0037)
H (20.8874, 20.4145, 18.1337)
H (20.8459, 21.9594, 19.0045)
H (22.3773, 21.0963, 18.9351)
H (20.4638, 24.4038, 16.7386)
C (17.7723, 23.0849, 18.1089)
C (16.3089, 22.8895, 17.6916)
C (16.0432, 22.1570, 16.4261)
O (15.7334, 22.0912, 18.6991)
H (17.9883, 23.4666, 19.1067)
H (18.3439, 23.6751, 17.3927)
H (18.2554, 22.1078, 18.1152)
H (15.7512, 23.8220, 17.6058)
H (16.8806, 21.4716, 16.2950)
H (16.0259, 22.8381, 15.5753)
H (15.1327, 21.5578, 16.4195)
H (15.9817, 21.1835, 18.5089)
C (19.7411, 17.8105, 12.3292)
C (20.9888, 18.5856, 11.9154)
C (20.8146, 19.0798, 10.5219)
O (21.3076, 19.6003, 12.8865)
H (19.6542, 16.9034, 11.7310)
H (18.8329, 18.4131, 12.3332)
H (19.7847, 17.4747, 13.3653)
H (21.8258, 17.9082, 12.0846)
H (21.7160, 19.4844, 10.0616)
H (19.9995, 19.8033, 10.5429)
H (20.4164, 18.2573, 9.9277)
H (22.2158, 19.8507, 12.7020)
C (19.7432, 14.2633, 14.0078)
C (20.5531, 13.1431, 14.6452)
C (21.8501, 12.9845, 13.9381)
O (20.8188, 13.5810, 16.0129)
H (19.4376, 14.0819, 12.9773)
H (20.2924, 15.2048, 14.0122)
H (18.8189, 14.3292, 14.5817)
H (19.9433, 12.2418, 14.7071)
H (21.6531, 12.8486, 12.8747)
H (22.4370, 12.1276, 14.2687)
H (22.5154, 13.8453, 14.0059)
H (20.7382, 12.7940, 16.5567)
C (18.2496, 14.3070, 23.4014)
C (19.0840, 14.6902, 24.6225)
C (20.5409, 14.7053, 24.2475)
O (18.6734, 15.9807, 24.8263)
H (18.4670, 13.2695, 23.1473)
H (18.3639, 14.9259, 22.5114)
H (17.1870, 14.4119, 23.6208)
H (18.9765, 13.9934, 25.4538)
H (20.9358, 13.7392, 23.9333)
H (21.2574, 15.0069, 25.0115)
H (20.7510, 15.4142, 23.4465)
H (17.8110, 16.0137, 25.2468)
C (21.7718, 17.1610, 16.3037)
C (23.0213, 16.5722, 16.8856)
C (22.7211, 16.2540, 18.3337)
O (23.3458, 15.3591, 16.1236)
H (21.5258, 18.1301, 16.7377)
H (20.8834, 16.5442, 16.4393)
H (21.7676, 17.3164, 15.2249)
H (23.8054, 17.3192, 16.7627)
H (22.5026, 17.1181, 18.9611)
H (23.5687, 15.7675, 18.8163)
H (21.8562, 15.6067, 18.4788)
H (22.4941, 14.9449, 15.9667)
C (19.8275, 24.8495, 21.6364)
C (20.5664, 23.7246, 22.3744)
C (19.8397, 22.3533, 22.2005)
O (21.8492, 23.7811, 21.9400)
H (20.2826, 25.8164, 21.8509)
H (18.7753, 24.9896, 21.8838)
H (19.9821, 24.6738, 20.5718)
H (20.6464, 24.0390, 23.4151)
H (20.4545, 21.5071, 22.5073)
H (19.5269, 22.2502, 21.1614)
H (18.9141, 22.4144, 22.7727)
H (21.8472, 23.8002, 20.9802)

Its relative energy (zero: lowest compared OMol25 entry of this formula, charge and spin) is 144.5 kcal/mol. Its total charge is 0. The strongest force on any atom is 4.911 eV/Å. The spin multiplicity is 1. The calculation puts the orbital gap at 8.326 eV. For the HOMO energy, the calculation gives -7.80 eV. The calculation puts the molar mass at 1775.89 g mol⁻¹. The calculation puts the total energy at -5524.2294 Eh.

***

2.
C9H10BrN3O4Pd | ωB97M-V/def2-TZVPD

CARTESIAN COORDINATES (ANGSTROEM)
Pd (-0.2589, -0.2318, 0.2260)
N (0.7831, -0.7438, 1.9328)
C (0.1595, -2.0287, 2.3101)
C (0.3379, -2.9052, 1.0594)
O (0.6121, -4.1053, 1.1789)
N (0.2547, -2.1752, -0.0527)
C (1.1698, -2.5332, -1.1184)
C (2.6707, -2.3154, -0.7124)
O (3.5046, -2.7654, -1.5189)
O (2.9043, -1.7265, 0.3820)
H (1.7112, -0.9399, 1.4933)
H (0.8353, -0.0753, 2.6897)
H (-0.8924, -1.8587, 2.5504)
H (0.6560, -2.5194, 3.1500)
H (0.9483, -1.8984, -1.9764)
H (1.0727, -3.5767, -1.4256)
Br (-1.9952, 5.1590, -2.6898)
C (-1.5757, 3.6536, -1.5302)
C (-0.5902, 3.8873, -0.5201)
C (-0.3575, 2.8214, 0.3286)
N (-1.0254, 1.6728, 0.3473)
C (-1.9209, 1.3461, -0.7805)
C (-2.2304, 2.5056, -1.7021)
H (-0.0284, 4.8048, -0.4557)
H (0.4354, 2.9134, 1.0709)
H (-2.8782, 0.9826, -0.3553)
H (-2.9966, 2.3866, -2.4562)
O (-1.3056, 0.2655, -1.4253)

Its relative energy (zero: lowest compared OMol25 entry of this formula, charge and spin) is 0.0 kcal/mol. Its total charge is -2. The strongest force on any atom is 0.413 eV/Å. The spin multiplicity is 1. The calculation puts the orbital gap at 5.512 eV. For the HOMO energy, the calculation gives -1.07 eV. The calculation puts the molar mass at 410.52 g mol⁻¹. The calculation puts the total energy at -3516.1116 Eh.

***

3.
C9H10BrN5 | ωB97M-V/def2-TZVPD

CARTESIAN COORDINATES (ANGSTROEM)
Br (-2.3934, -3.5753, -3.7491)
C (-1.6552, -2.4716, -2.4666)
C (-0.3572, -1.9570, -2.6576)
C (0.0600, -0.9945, -1.7158)
C (-0.7296, -0.6400, -0.6079)
N (-0.2697, 0.0291, 0.5611)
C (0.9894, -0.3378, 1.1614)
C (1.9791, 0.8830, 0.9953)
C (1.3475, 1.9658, 1.7973)
N (1.3889, 2.1850, 3.0664)
N (0.6685, 3.3163, 3.3865)
N (0.4814, 3.9439, 2.1875)
N (0.9044, 3.0851, 1.2596)
C (-2.0709, -0.9765, -0.6336)
C (-2.5530, -1.9512, -1.5456)
H (0.0582, -2.5030, -3.5018)
H (1.1094, -0.6748, -1.8377)
H (-1.0206, 0.0295, 1.1619)
H (0.8721, -0.5994, 2.1980)
H (1.4968, -1.2134, 0.6521)
H (2.9729, 0.7447, 1.4975)
H (2.1510, 1.1453, 0.0373)
H (0.8773, 3.2298, 0.2091)
H (-2.7248, -0.4370, 0.0664)
H (-3.5825, -2.2256, -1.5216)

Its total charge is 0. The strongest force on any atom is 5.543 eV/Å. The spin multiplicity is 1. The calculation puts the orbital gap at 8.897 eV. For the HOMO energy, the calculation gives -8.44 eV. The calculation puts the molar mass at 268.12 g mol⁻¹. The calculation puts the total energy at -3196.6581 Eh.